# 1
ORCA calculation (ωB97M-V/def2-TZVPD) on 2 unconnected molecules or ions with the total composition C5H10O.

Values from the calculation:
SMILES = C#CC.COC
energy above the lowest of the compared OMol25 structures with the same formula, charge and spin = 2.870 eV
HOMO level = -9.88 eV

Last column: Mulliken charge in e.
Atoms and positions in Å:
C  0.923  -1.503  0.084  0.127
C  1.077  -2.458  0.821  -0.193
C  1.262  -3.605  1.706  -1.182
H  0.785  -0.658  -0.568  0.424
H  1.570  -3.268  2.710  0.274
H  2.041  -4.276  1.306  0.276
H  0.322  -4.173  1.799  0.273
O  -0.371  2.000  -1.516  -0.319
C  -1.733  1.634  -1.419  -0.643
C  0.016  2.774  -0.398  -0.642
H  -1.984  1.035  -2.310  0.224
H  -2.391  2.519  -1.393  0.285
H  -1.927  1.025  -0.520  0.295
H  -0.567  3.708  -0.328  0.284
H  -0.104  2.214  0.545  0.294
H  1.081  3.032  -0.521  0.224


# 2
ORCA calculation (ωB97M-V/def2-TZVPD) on 2 unconnected molecules or ions with the total composition C3H9N3O.

Values from the calculation:
SMILES = [H]/N=C/C(N)N.C=O
energy above the lowest of the compared OMol25 structures with the same formula, charge and spin = 2.349 eV
HOMO level = -9.25 eV

Last column: Mulliken charge in e.
Atoms and positions in Å:
C  0.935  2.316  1.252  -0.271
O  -0.245  2.289  1.042  -0.418
H  -0.768  0.664  -0.171  0.182
H  1.659  2.736  0.538  0.286
H  1.250  -0.018  0.955  0.235
H  1.380  1.958  2.196  0.341
C  -0.225  -0.271  -0.449  0.572
N  -0.258  -0.368  -1.891  -0.708
C  -0.948  -1.382  0.279  -0.301
N  1.163  -0.242  -0.029  -0.749
N  -1.745  -2.121  -0.347  -0.533
H  0.296  -1.179  -2.168  0.277
H  -1.216  -0.549  -2.181  0.280
H  1.666  0.439  -0.585  0.252
H  -2.219  -2.833  0.204  0.250
H  -0.726  -1.441  1.353  0.306


# 3
ORCA calculation (ωB97M-V/def2-TZVPD) on a single C5H9N3 molecule.

Values from the calculation:
SMILES = [H]/N=C\N1C=CCN1C
energy above the lowest of the compared OMol25 structures with the same formula, charge and spin = 2.832 eV
HOMO level = -8.13 eV

Last column: Mulliken charge in e.
Atoms and positions in Å:
C  0.304  0.340  -1.973  -0.900
C  1.764  -0.393  -0.332  -0.582
C  1.064  -1.561  0.347  -0.449
C  -0.201  -1.171  0.628  -0.260
C  -1.161  1.086  0.759  0.111
H  -0.470  1.126  -2.235  0.242
H  0.018  -0.727  -2.108  0.344
H  1.223  0.586  -2.540  0.397
H  2.345  -0.741  -1.215  0.320
H  2.549  0.017  0.310  0.301
H  1.499  -2.488  0.712  0.388
H  -0.970  -1.631  1.221  0.331
H  -0.748  2.006  0.421  0.430
H  -2.710  0.097  1.599  0.212
N  0.696  0.566  -0.637  -0.202
N  -0.412  0.138  0.173  0.015
N  -2.193  1.003  1.502  -0.696


The following E values (in Eh) correspond, in order, to the records above: -271.64714, -359.15813, -360.09321.
The following frontier orbital gap values (in eV) correspond, in order, to the records above: 10.895, 9.866, 9.049.